*A*
The following is a DFT calculation (ωB97M-V/def2-TZVPD) of the ion C4H6NO2 with charge +1.

Results
Net charge: +1
Kohn-Sham gap, hartree: 0.3022
E_HOMO, hartree: -0.5325
Molar mass, g mol⁻¹: 100.1

XYZ file:
```
13
C4H6NO2 ωB97M-V/def2-TZVPD
C 0.0072 -1.7580 1.3230
C -0.5456 0.2283 -0.0031
C -1.2135 -0.8254 0.4905
C -0.0444 1.3419 -0.4199
N 1.0795 1.9369 -0.7033
O 0.6087 -1.2897 2.2117
O 0.1472 -2.9276 0.7129
H -1.8001 -1.4122 -0.2844
H -1.7890 -0.5769 1.4177
H -0.8810 1.9694 -0.4324
H 1.1401 2.4359 -1.5495
H 1.7950 1.2990 -0.8900
H 0.7224 -3.4479 1.3439
```

Charges in e, computed with Mulliken, in the same order as the atoms: number 1, C, carries 0.4963; number 2, C, carries 0.1308; number 3, C, carries -0.2657; number 4, C, carries -0.0404; number 5, N, carries -0.4533; number 6, O, carries -0.3528; number 7, O, carries -0.3882; number 8, H, carries 0.2986; number 9, H, carries 0.2813; number 10, H, carries 0.3161; number 11, H, carries 0.3061; number 12, H, carries 0.2692; number 13, H, carries 0.4020

=====

*B*
The following is a DFT calculation (ωB97M-V/def2-TZVPD) of the ion C4H6NO2 with charge +1.

Results
Net charge: +1
Kohn-Sham gap, hartree: 0.3039
SMILES: C=CC(=O)[N+](C)=O
E_HOMO, hartree: -0.5786
Molar mass, g mol⁻¹: 100.1

XYZ file:
```
13
C4H6NO2 ωB97M-V/def2-TZVPD
C 2.5373 0.4092 -0.0294
C 1.2841 0.8005 -0.0628
C 0.3174 -0.2679 -0.2613
C -2.2981 -0.4373 0.0648
N -1.0977 0.3854 -0.1277
O 0.3909 -1.4401 -0.3628
O -1.2600 1.5293 -0.2753
H 3.3168 1.1314 0.0986
H 2.7926 -0.6716 -0.4352
H 1.0914 1.8997 0.0328
H -2.1897 -0.7824 1.1522
H -2.0978 -1.2805 -0.7482
H -3.2781 0.0624 0.0892
```

Charges in e, computed with Mulliken, in the same order as the atoms: number 1, C, carries -0.5220; number 2, C, carries -0.4174; number 3, C, carries 0.8241; number 4, C, carries -0.7085; number 5, N, carries 0.6255; number 6, O, carries -0.3677; number 7, O, carries -0.2742; number 8, H, carries 0.3122; number 9, H, carries 0.2273; number 10, H, carries 0.2782; number 11, H, carries 0.3365; number 12, H, carries 0.3194; number 13, H, carries 0.3667

=====

Relative to the most stable structure, the computed energies are *A* 0.000; *B* 1.147, all in eV.

=====

*A*
The following is a DFT calculation (ωB97M-V/def2-TZVPD) of a cluster of 7 separate species, H14O7 in total.

Results
Net charge: 0
Kohn-Sham gap, hartree: 0.3860
SMILES: O.O.O.O.O.O.O
E_HOMO, hartree: -0.3879
Molar mass, g mol⁻¹: 126.1

XYZ file:
```
21
H14O7 ωB97M-V/def2-TZVPD
O 1.4724 14.6204 10.5056
H 1.0337 13.7691 10.4428
H 2.3300 14.4744 10.0939
O 4.4702 13.6765 7.9857
H 3.9471 13.0672 8.5131
H 5.3546 13.6401 8.3814
O 3.1959 10.7695 9.0397
H 2.3390 11.1095 8.7614
H 3.1911 9.8468 8.7696
O 5.2874 15.9518 5.8357
H 5.5871 15.0365 5.8404
H 4.3631 15.8927 6.0921
O 3.7270 12.8455 10.8204
H 4.1099 12.7655 11.6978
H 3.6982 11.9388 10.4804
O 6.1507 12.9732 5.7206
H 5.6437 12.9456 6.5475
H 6.1700 12.0569 5.4302
O 7.1993 13.0530 8.6784
H 7.9118 13.5869 9.0418
H 7.4669 12.8826 7.7664
```

Charges in e, computed with Mulliken, in the same order as the atoms: number 1, O, carries -0.6301; number 2, H, carries 0.3025; number 3, H, carries 0.3175; number 4, O, carries -0.6507; number 5, H, carries 0.2268; number 6, H, carries 0.3953; number 7, O, carries -0.6545; number 8, H, carries 0.3183; number 9, H, carries 0.2832; number 10, O, carries -0.6224; number 11, H, carries 0.3457; number 12, H, carries 0.3062; number 13, O, carries -0.5543; number 14, H, carries 0.2794; number 15, H, carries 0.3435; number 16, O, carries -0.6676; number 17, H, carries 0.3538; number 18, H, carries 0.3180; number 19, O, carries -0.6840; number 20, H, carries 0.3169; number 21, H, carries 0.3566

=====

*B*
The following is a DFT calculation (ωB97M-V/def2-TZVPD) of a cluster of 7 separate species, H14O7 in total.

Results
Net charge: 0
Kohn-Sham gap, hartree: 0.4275
SMILES: O.O.O.O.O.O.O
E_HOMO, hartree: -0.4076
Molar mass, g mol⁻¹: 126.1

XYZ file:
```
21
H14O7 ωB97M-V/def2-TZVPD
O -2.7081 -1.6966 0.5058
O -2.6271 -0.2863 -2.7402
O -0.2819 0.8522 -1.4824
O -1.5438 1.5478 2.7939
H -3.4613 -2.2470 0.3082
H -2.3892 -1.0532 -0.1306
H -2.8571 0.0509 -3.6054
H -1.7119 -0.0775 -2.5139
H -0.5254 1.7815 -1.5473
H 0.3398 0.7997 -0.7383
H -1.8070 0.8112 3.3512
H -0.5841 1.5927 2.7947
O 1.7414 0.0921 0.4679
O 5.4265 0.9615 -1.2633
O -0.1358 -1.3825 1.7947
H 5.7644 1.7511 -1.6863
H 6.0740 0.3917 -0.8486
H 2.0497 -0.6645 -0.0903
H 1.0719 -0.5252 0.8576
H -0.9170 -1.5252 1.2356
H 0.1462 -2.2242 2.1602
```

Charges in e, computed with Mulliken, in the same order as the atoms: number 1, O, carries -0.6836; number 2, O, carries -0.6397; number 3, O, carries -0.6586; number 4, O, carries -0.6292; number 5, H, carries 0.2895; number 6, H, carries 0.3498; number 7, H, carries 0.2871; number 8, H, carries 0.3668; number 9, H, carries 0.3145; number 10, H, carries 0.3544; number 11, H, carries 0.3074; number 12, H, carries 0.3167; number 13, O, carries -0.7071; number 14, O, carries -0.6261; number 15, O, carries -0.6672; number 16, H, carries 0.3147; number 17, H, carries 0.3144; number 18, H, carries 0.3392; number 19, H, carries 0.3484; number 20, H, carries 0.3911; number 21, H, carries 0.3174

=====

Relative to the most stable structure, the computed energies are *A* 0.000; *B* 0.361, all in eV.